(1)
A 12-piece molecular cluster, C31H83F3O14S overall at a distorted geometry, computed with ωB97M-V/def2-TZVPD.

Computed properties:
HOMO energy: -9.24 eV
Relative energy (zero: lowest compared OMol25 entry of this formula, charge and spin): 0.000 eV
Strongest force on any atom: 1.1 eV/A
2S+1: 1
Total energy: -81146.732 eV
Lowest unoccupied orbital energy: -0.17 eV
Frontier orbital gap: 9.0726 eV

XYZ file:
```
132
Properties=species:S:1:pos:R:3:forces:R:3:mulliken_charge:R:1
O -0.559 -4.547 0.902 -0.68 0.04 0.41 -0.315
H -0.601 -4.924 -0.026 0.47 0.13 -0.09 0.434
H -0.215 -3.567 0.913 0.16 -0.08 -0.14 0.588
H -0.041 -5.117 1.522 0.21 -0.29 -0.45 0.424
C -0.118 0.174 0.452 -0.27 -0.09 0.00 -0.063
F -0.955 -0.218 -0.521 -0.03 0.09 -0.07 -0.054
F 0.439 1.322 0.099 0.00 0.14 0.11 0.032
F -0.839 0.345 1.562 0.06 0.17 0.00 -0.143
S 1.140 -1.102 0.720 0.43 0.10 0.09 0.737
O 1.852 -1.148 -0.524 0.14 -0.21 -0.35 -0.289
O 1.889 -0.666 1.856 0.01 0.13 0.37 -0.626
O 0.319 -2.277 0.980 -0.44 -0.13 0.13 -0.685
C 4.341 -1.592 -4.777 0.33 -0.36 -1.03 -1.641
C 3.617 -1.977 -3.527 -0.87 -0.17 0.44 0.953
C 4.537 -2.481 -2.441 0.41 0.43 0.14 -1.000
O 2.867 -0.856 -3.072 0.31 0.29 -0.49 -0.332
H 3.702 -1.102 -5.512 -0.15 0.16 0.27 0.382
H 4.686 -2.502 -5.287 0.14 0.10 0.20 0.459
H 5.215 -0.961 -4.606 -0.08 0.06 0.16 0.357
H 2.901 -2.785 -3.761 0.11 0.05 -0.12 0.007
H 5.292 -1.717 -2.220 -0.03 -0.05 -0.04 0.178
H 5.062 -3.382 -2.760 -0.10 -0.12 0.16 0.476
H 3.975 -2.629 -1.519 0.02 -0.31 0.02 0.051
H 2.435 -1.043 -2.229 0.11 -0.07 0.10 0.414
C -2.965 2.338 -3.449 -0.38 -0.09 0.57 -1.573
C -2.169 3.066 -2.383 0.36 0.55 -0.49 2.322
C -0.674 2.768 -2.478 0.06 0.03 0.42 -0.766
O -2.383 4.467 -2.606 -0.28 -0.29 0.04 -0.687
H -2.782 2.785 -4.424 0.19 -0.17 -0.08 0.453
H -4.034 2.408 -3.235 0.04 0.09 -0.07 0.358
H -2.716 1.275 -3.415 0.09 0.01 -0.31 0.154
H -2.540 2.782 -1.386 0.03 0.01 -0.02 -1.028
H -0.460 1.696 -2.425 -0.05 0.08 -0.06 0.094
H -0.151 3.249 -1.645 -0.03 -0.05 -0.05 -0.127
H -0.252 3.178 -3.395 -0.14 -0.07 -0.14 0.439
H -2.100 4.963 -1.826 0.15 -0.13 0.16 0.450
C -2.773 -1.863 2.614 -0.37 0.08 -0.23 0.019
C -3.717 -2.238 3.738 -0.28 0.18 -0.22 0.341
C -5.148 -1.785 3.474 -0.03 0.30 0.34 -1.127
O -3.658 -3.663 3.851 0.09 0.05 0.10 -0.544
H -2.969 -0.855 2.244 0.04 0.08 0.27 -0.498
H -2.992 -2.530 1.773 0.28 -0.08 0.05 0.192
H -1.727 -1.915 2.904 0.03 -0.19 -0.07 0.309
H -3.403 -1.763 4.676 0.15 -0.13 -0.02 0.203
H -5.759 -2.030 4.350 -0.14 -0.13 -0.22 0.495
H -5.578 -2.221 2.572 0.06 -0.19 0.03 0.314
H -5.210 -0.697 3.369 0.16 -0.07 0.02 -0.006
H -4.345 -3.953 4.460 0.03 0.03 0.04 0.315
C 2.597 -4.413 1.823 0.13 0.57 0.07 -1.041
C 2.511 -5.876 2.113 0.10 -0.45 1.02 0.680
C 2.717 -6.145 3.609 -0.16 -0.23 -0.03 -1.420
O 1.190 -6.333 1.715 0.34 0.04 -0.06 -0.537
H 2.551 -4.182 0.758 -0.04 -0.01 -0.01 0.136
H 3.529 -4.016 2.228 0.09 -0.04 -0.18 0.559
H 1.817 -3.854 2.348 -0.05 -0.12 -0.09 0.028
H 3.280 -6.437 1.574 -0.19 0.04 -0.28 0.217
H 2.682 -7.213 3.850 -0.07 0.05 -0.17 0.397
H 1.938 -5.653 4.195 0.06 0.08 -0.04 0.326
H 3.691 -5.791 3.947 -0.03 0.12 -0.10 0.386
H 1.121 -7.275 1.901 -0.09 0.02 0.06 0.270
C 0.517 4.981 1.356 -0.06 -0.27 0.36 -1.284
C -0.249 5.945 0.475 -0.31 0.04 0.23 0.795
C 0.532 6.423 -0.722 0.10 -0.43 -0.51 -1.372
O -1.448 5.329 -0.021 0.19 -0.02 -0.12 -0.635
H 1.416 5.447 1.765 0.02 -0.01 -0.11 0.496
H 0.790 4.058 0.837 0.05 0.13 -0.16 0.035
H -0.102 4.693 2.212 0.02 0.02 -0.06 0.382
H -0.550 6.796 1.103 0.09 0.04 -0.11 0.287
H 0.581 5.615 -1.462 0.01 0.00 0.14 0.232
H 1.561 6.659 -0.456 -0.06 0.26 0.06 0.408
H 0.049 7.259 -1.226 0.06 0.14 0.14 0.344
H -1.898 4.917 0.724 -0.14 0.29 0.18 0.097
C -2.422 -3.685 -1.824 -0.14 -0.30 0.56 -1.019
C -1.108 -4.048 -2.459 0.56 -0.01 -0.65 0.306
C -0.189 -2.859 -2.656 0.08 -0.13 0.42 -0.296
O -0.463 -5.070 -1.630 -0.40 0.23 -0.09 -0.681
H -2.816 -4.552 -1.289 -0.10 0.03 -0.09 0.355
H -3.165 -3.396 -2.562 0.05 0.21 -0.05 0.485
H -2.281 -2.885 -1.092 -0.12 0.07 -0.08 -0.069
H -1.251 -4.483 -3.455 -0.24 -0.26 0.22 0.438
H 0.773 -3.188 -3.049 -0.03 0.12 -0.19 -0.015
H 0.007 -2.350 -1.712 -0.06 -0.03 -0.03 -0.397
H -0.657 -2.147 -3.335 0.11 0.03 -0.10 0.450
H 0.111 -5.607 -2.180 0.13 0.02 0.10 0.291
C -2.696 2.625 1.879 0.76 0.11 -0.46 0.038
C -3.749 3.694 2.072 0.18 -0.65 -0.05 0.756
C -4.818 3.300 3.068 -0.09 0.22 0.07 -1.367
O -3.045 4.855 2.528 -0.07 0.01 -0.16 -0.485
H -3.079 1.699 1.448 -0.28 0.04 0.14 -0.436
H -2.118 2.387 2.774 -0.28 0.07 0.19 0.684
H -1.963 2.998 1.151 -0.03 -0.17 0.08 -0.468
H -4.176 3.874 1.076 -0.18 0.21 0.14 0.156
H -5.655 4.002 3.019 -0.01 -0.07 0.14 0.426
H -4.377 3.333 4.066 -0.08 -0.03 0.06 0.357
H -5.205 2.296 2.899 0.01 0.03 -0.12 0.126
H -3.692 5.525 2.773 0.05 0.06 -0.07 0.329
C 3.127 2.092 -1.812 -0.55 -0.05 0.05 -0.473
C 4.258 2.635 -2.662 0.36 -0.36 0.59 0.123
C 5.531 2.794 -1.819 -0.58 0.14 0.07 -0.990
O 4.493 1.752 -3.757 0.13 0.28 0.00 -0.636
H 2.774 2.807 -1.064 0.16 0.00 0.00 0.522
H 3.421 1.168 -1.305 0.12 0.11 0.07 -0.291
H 2.274 1.823 -2.438 0.00 0.12 -0.06 0.271
H 3.987 3.618 -3.054 -0.03 -0.12 -0.31 0.388
H 6.353 3.142 -2.439 0.14 -0.07 0.05 0.392
H 5.767 1.844 -1.332 0.17 -0.03 -0.18 -0.054
H 5.342 3.513 -1.014 0.11 0.05 -0.12 0.336
H 4.325 0.858 -3.429 -0.23 -0.03 -0.10 0.226
C 5.328 -0.351 0.995 0.42 -0.58 0.27 -0.613
C 5.166 0.515 2.229 -0.63 -0.64 0.41 0.144
C 4.495 1.828 1.918 -0.24 0.44 -0.06 -0.704
O 4.400 -0.201 3.232 0.49 0.41 -0.35 -0.630
H 5.670 -1.339 1.323 0.00 0.05 -0.05 0.347
H 6.109 0.042 0.339 -0.26 0.10 -0.20 0.406
H 4.380 -0.506 0.479 0.03 0.24 -0.17 -0.289
H 6.144 0.662 2.688 0.00 0.13 0.03 0.379
H 4.325 2.391 2.837 0.17 0.11 -0.04 0.352
H 3.508 1.669 1.470 0.08 -0.18 -0.02 -0.112
H 5.068 2.425 1.202 0.04 -0.01 0.16 0.289
H 3.500 -0.260 2.891 -0.07 -0.12 -0.02 0.525
C -6.131 0.542 0.515 -0.04 0.06 0.22 -1.079
C -5.122 0.789 -0.598 -0.49 -0.48 0.23 1.419
C -4.201 -0.404 -0.761 0.76 -0.02 -0.48 -0.673
O -5.812 1.045 -1.827 0.30 0.09 0.24 -0.562
H -6.919 1.295 0.497 0.01 0.02 -0.05 0.409
H -5.658 0.579 1.502 0.03 -0.08 -0.14 -0.283
H -6.588 -0.446 0.405 -0.03 0.04 -0.01 0.386
H -4.536 1.675 -0.350 -0.06 0.15 -0.30 -0.635
H -4.704 -1.230 -1.276 -0.19 0.01 0.22 0.624
H -3.784 -0.779 0.176 -0.19 0.09 0.05 -0.176
H -3.349 -0.142 -1.395 -0.09 0.03 0.02 0.060
H -6.169 0.195 -2.106 -0.08 0.09 -0.12 0.407
```
Positions in Å, forces in eV/Å.

(2)
A 15-piece molecular cluster, C31H84FNO23PS overall at a distorted geometry, computed with ωB97M-V/def2-TZVPD.

Computed properties:
HOMO energy: -5.63 eV
Strongest force on any atom: 8.9 eV/A
2S+1: 1
Total energy: -104919.813 eV
Net charge: -1
Lowest unoccupied orbital energy: 1.36 eV
Frontier orbital gap: 6.9919 eV

XYZ file:
```
142
Properties=species:S:1:pos:R:3:forces:R:3:mulliken_charge:R:1
C 2.973 -2.369 2.482 -1.35 0.32 -0.26 -0.912
C 2.391 -2.190 0.977 0.71 -0.53 -0.09 0.076
O 1.591 -3.354 0.589 -0.87 1.97 1.00 -0.394
C 0.252 -3.134 1.121 -1.54 -1.81 0.11 -0.408
C -0.787 -2.616 -0.032 3.09 -1.32 -0.78 0.696
O -2.156 -2.683 0.294 0.38 1.40 -0.47 -0.166
C -2.827 -1.562 0.861 -0.71 0.72 0.71 -0.286
C -2.616 -1.588 2.458 -1.04 -0.33 1.52 -0.052
C -2.422 -3.029 3.123 -0.58 -0.07 0.82 -1.117
F -1.441 -0.813 2.902 -1.37 -0.81 -1.24 -0.437
C -2.407 -0.096 0.365 1.22 0.79 -1.83 -0.219
P -3.112 1.374 1.341 0.01 0.62 1.44 0.036
C -4.661 2.127 0.567 -1.04 0.85 0.00 -0.831
C -1.817 2.796 1.221 -0.13 -0.02 0.17 0.083
C -0.428 2.458 1.959 0.24 0.94 -0.79 -0.773
C -2.548 0.119 -1.252 2.58 -2.16 2.01 -0.507
O -2.479 1.514 -1.653 2.50 0.01 -2.59 -0.233
C -1.384 1.726 -2.519 1.79 -0.11 0.34 0.962
N -0.336 1.891 -3.099 -5.18 -0.63 2.63 -0.801
S -3.987 -0.821 -1.945 -3.33 -0.34 -8.20 1.241
O -5.146 0.072 -2.385 3.14 -1.70 3.06 -0.720
O -3.474 -1.440 -3.246 -0.31 1.04 4.44 -0.774
O -4.527 -2.080 -1.016 1.94 3.12 0.40 -0.349
C -4.385 -1.865 0.434 -0.82 -2.21 2.02 1.065
O -5.317 -0.938 0.997 1.22 -0.08 -2.26 0.152
C -6.608 -0.944 0.352 -2.84 0.98 1.13 -0.144
C -7.704 -0.691 1.538 0.72 -1.72 -0.52 -0.714
C -4.871 -3.327 1.021 -0.78 -5.31 0.49 -0.286
O -5.424 -3.300 2.187 1.54 0.74 -3.11 -0.619
O -4.705 -4.500 0.315 -0.19 5.75 2.41 -0.630
H 3.923 -2.999 2.533 -1.24 1.09 -0.20 0.315
H 3.076 -1.313 2.914 0.32 -1.59 -0.44 0.263
H 2.167 -2.901 3.120 1.30 0.83 -1.03 0.236
H 3.268 -2.149 0.223 -1.56 0.22 1.20 0.299
H 1.693 -1.275 0.883 1.50 -1.12 0.23 0.034
H 0.240 -2.488 2.061 0.12 -0.67 -1.36 0.241
H -0.142 -4.187 1.410 0.56 1.74 -0.34 0.148
H -0.609 -3.381 -0.890 -0.50 1.31 1.40 0.210
H -0.340 -1.644 -0.432 -1.09 -0.77 0.50 -0.756
H -3.518 -1.073 2.967 1.56 -0.71 -1.06 0.574
H -2.672 -3.921 2.462 0.40 1.41 0.68 0.048
H -3.138 -3.089 4.032 1.15 0.11 -1.58 0.319
H -1.366 -3.130 3.547 -1.38 0.21 -0.83 0.399
H -1.262 0.001 0.546 -1.88 -0.08 -0.13 0.941
H -4.463 3.226 0.252 -0.19 -1.93 0.15 0.236
H -5.164 1.514 -0.254 0.88 0.97 0.89 0.164
H -5.444 2.211 1.420 1.36 -0.34 -1.32 0.337
H -2.299 3.666 1.815 0.48 -1.52 -1.12 0.256
H -1.691 3.169 0.153 0.04 -0.62 1.63 -0.028
H 0.413 2.619 1.176 -1.22 -0.49 1.44 0.048
H -0.254 3.265 2.768 -0.23 -1.72 -1.27 0.334
H -0.346 1.405 2.390 -0.25 1.47 -0.52 0.103
H -1.599 -0.388 -1.685 -2.07 0.41 0.28 0.212
H -6.772 -0.072 -0.391 0.91 -1.53 0.92 0.317
H -6.919 -1.928 -0.133 0.94 1.21 0.58 0.293
H -7.688 -1.671 2.156 -0.04 1.84 -0.74 -0.039
H -8.733 -0.647 1.042 1.35 0.32 0.78 0.346
H -7.448 0.203 2.198 -0.45 -1.15 -1.06 0.217
C 2.740 4.094 4.057 0.07 0.32 -0.43 -0.610
O 1.912 3.895 2.918 0.16 0.09 -0.10 -0.234
H 2.302 3.571 4.908 -0.02 0.00 -0.17 0.172
H 3.738 3.692 3.860 0.07 -0.01 0.27 0.225
H 2.805 5.159 4.282 0.10 -0.17 0.17 0.308
H 2.322 4.367 2.182 -0.17 -0.21 0.13 0.098
C 1.305 4.755 -0.653 -0.26 -0.33 -0.19 -0.413
O 1.710 3.485 -1.138 0.05 0.01 -0.05 -0.371
H 2.061 5.124 0.042 0.02 -0.06 -0.10 0.175
H 1.210 5.456 -1.488 -0.02 0.23 0.13 0.292
H 0.349 4.664 -0.131 0.00 0.26 0.08 0.082
H 1.025 3.182 -1.750 0.19 -0.14 0.08 0.252
C -7.792 -5.590 3.404 0.19 0.31 -0.17 -0.451
O -8.208 -4.236 3.451 -0.12 0.26 0.09 -0.575
H -8.624 -6.226 3.714 -0.02 0.13 0.01 0.262
H -7.499 -5.849 2.384 0.13 -0.20 0.10 0.178
H -6.950 -5.739 4.085 0.04 -0.24 -0.09 0.212
H -7.452 -3.697 3.172 0.04 -0.23 -0.08 0.316
C 2.083 -0.879 -3.897 -0.32 0.07 0.09 -0.706
O 1.943 -0.714 -2.494 -0.01 0.05 0.36 -0.350
H 3.052 -1.334 -4.105 -0.09 0.03 0.10 0.334
H 1.291 -1.531 -4.270 0.14 0.05 -0.26 0.386
H 2.028 0.096 -4.387 0.01 -0.12 -0.26 0.186
H 1.078 -0.311 -2.342 0.28 -0.02 -0.03 0.107
C 3.378 4.956 7.473 0.22 0.17 0.12 -0.560
O 3.670 5.707 6.303 0.24 0.30 0.03 -0.423
H 2.606 4.223 7.239 0.10 0.11 -0.07 0.222
H 4.279 4.438 7.810 -0.14 -0.15 0.12 0.222
H 3.016 5.626 8.257 -0.08 -0.17 0.13 0.314
H 4.354 6.346 6.538 -0.19 -0.15 -0.11 0.271
C -1.621 -6.628 -0.676 -0.11 0.09 0.21 -0.306
O -1.757 -6.481 0.729 -0.13 0.10 0.30 -0.591
H -0.650 -7.072 -0.892 -0.11 0.06 0.10 0.147
H -2.411 -7.282 -1.055 0.05 0.05 -0.25 0.327
H -1.686 -5.647 -1.156 -0.04 -0.08 -0.23 0.097
H -2.627 -6.084 0.891 0.12 0.04 -0.09 0.282
C 1.146 -6.605 -3.793 -0.19 -0.15 -0.10 -0.518
O 0.409 -7.573 -3.061 -0.02 -0.22 -0.08 -0.471
H 1.762 -6.034 -3.099 -0.12 -0.10 0.00 0.187
H 1.790 -7.106 -4.521 0.12 0.20 -0.08 0.294
H 0.457 -5.929 -4.306 0.18 0.15 -0.06 0.247
H -0.127 -8.064 -3.696 0.06 0.11 0.27 0.276
C 2.764 -0.278 -7.717 -0.12 -0.13 -0.08 -0.457
O 2.015 -1.232 -6.978 -0.12 -0.18 -0.03 -0.441
H 3.382 0.297 -7.027 -0.10 -0.09 0.01 0.121
H 3.408 -0.792 -8.436 0.10 0.19 -0.08 0.279
H 2.084 0.398 -8.242 0.17 0.14 -0.08 0.261
H 1.478 -1.726 -7.610 0.09 0.08 0.27 0.269
C -2.437 6.441 0.390 -0.03 0.00 -0.29 -0.724
O -2.391 5.166 -0.233 -0.11 0.32 -0.43 -0.274
H -2.358 6.308 1.470 0.01 -0.10 -0.12 0.256
H -1.602 7.053 0.039 -0.04 0.18 0.16 0.276
H -3.384 6.933 0.155 0.05 0.18 0.15 0.271
H -2.463 5.312 -1.186 -0.03 -0.09 0.22 0.248
C 4.876 1.681 -3.930 -0.19 -0.03 0.11 -0.280
O 4.257 2.165 -5.114 -0.18 0.14 -0.28 -0.526
H 5.898 1.378 -4.162 -0.10 0.07 -0.08 0.198
H 4.895 2.473 -3.177 0.09 -0.15 0.16 0.221
H 4.320 0.819 -3.552 0.15 0.02 0.21 0.100
H 3.357 2.425 -4.879 0.21 -0.08 -0.09 0.285
C 8.494 3.096 -3.784 -0.08 0.03 -0.30 -0.464
O 8.556 1.821 -4.407 0.06 -0.21 -0.16 -0.540
H 8.573 2.966 -2.704 -0.03 -0.08 -0.14 0.112
H 9.322 3.716 -4.136 -0.06 0.19 0.17 0.312
H 7.541 3.574 -4.022 0.07 0.20 0.19 0.261
H 8.484 1.965 -5.359 -0.01 -0.12 0.25 0.300
C 8.154 5.134 -0.351 -0.29 0.07 0.01 -0.575
O 7.535 5.619 -1.533 -0.11 0.10 -0.11 -0.486
H 9.175 4.833 -0.587 -0.12 0.06 -0.07 0.223
H 8.176 5.925 0.404 0.14 -0.13 0.16 0.302
H 7.600 4.271 0.028 0.17 -0.04 0.17 0.259
H 6.635 5.878 -1.298 0.21 -0.08 -0.17 0.287
C -5.411 -5.556 -2.830 0.04 0.08 -0.01 -0.260
O -5.343 -6.827 -3.470 -0.03 -0.36 -0.38 -0.566
H -5.324 -5.697 -1.753 0.04 0.05 -0.13 0.044
H -4.589 -4.926 -3.178 -0.07 0.18 0.19 0.199
H -6.369 -5.081 -3.057 0.03 0.18 0.12 0.307
H -5.422 -6.672 -4.420 0.04 -0.10 0.27 0.285
C 6.598 3.813 5.358 0.08 -0.18 0.17 -0.536
O 5.816 2.814 5.993 -0.05 -0.09 0.16 -0.469
H 5.985 4.321 4.613 -0.03 -0.11 0.14 0.175
H 6.939 4.539 6.101 0.11 0.17 -0.17 0.244
H 7.457 3.352 4.865 0.08 0.21 -0.09 0.324
H 6.382 2.382 6.646 -0.22 0.02 -0.18 0.275
```
Positions in Å, forces in eV/Å.